ORCA calculation (ωB97M-V/def2-TZVPD) on a molecular structure, C33H46Cl2CsN8O2.

Each line ends with the Mulliken charge.
Positions of all 92 atoms, in Å:
C: -0.6910 3.6350 -1.0920  -0.0272
O: 1.4451 0.0826 -3.9391  -0.5245
H: -1.2769 -2.4014 -4.3501  0.3507
H: 3.0840 0.0588 -5.0879  0.3090
H: -0.9490 0.0141 4.3754  0.4547
Cs: 0.8764 -0.1604 -1.1846  2.0659
C: -0.1489 -2.7448 1.7550  -1.5621
N: -2.3219 -3.1183 -2.3170  0.4236
C: -2.3025 -3.7803 2.2286  1.0352
H: 1.4805 -3.5080 2.8659  0.6005
H: -2.1320 0.6987 -1.7092  0.2024
H: -2.9509 2.9364 0.0990  0.4745
C: 4.0389 2.9658 -1.7423  0.7511
H: -1.6032 3.6918 -1.6875  0.6628
C: 1.2501 -0.9419 2.1108  -0.2380
H: 1.1528 2.3894 0.2421  -0.6515
C: -0.3611 5.0125 -0.4770  -0.9168
H: 5.0954 0.6908 -4.6328  0.3657
C: -3.7107 -3.8767 2.1046  -0.9415
C: -1.5606 -1.3542 -4.3160  -1.1858
C: -4.3781 -3.1114 1.1992  -1.0409
H: 0.1595 -5.2031 4.0972  0.4325
C: 0.4647 3.9438 1.5790  -1.1085
C: -0.6806 -0.7297 3.6204  -1.0005
H: -1.0141 5.8130 -0.8219  0.3364
C: 0.2701 2.5951 0.8484  1.2886
C: -2.0743 2.9843 0.7451  -0.6795
C: -1.9112 0.4806 -2.7509  -1.3362
H: -2.7027 0.8903 -3.3867  0.5074
H: -1.2384 -0.5261 2.7066  0.1249
H: -0.4141 5.8104 1.4304  0.3176
H: -2.5808 -4.6268 -0.8374  0.2460
C: 2.5904 0.4366 -4.1721  -0.5504
C: -1.8655 -4.2906 -1.5950  -1.0156
O: 1.8097 2.2294 -1.9066  -0.4777
H: 6.0794 3.5801 -1.6469  0.4588
N: -0.5514 4.8938 1.0110  -0.0330
C: -1.5453 -2.8831 1.4151  1.3949
H: 3.1129 -1.7016 0.4746  0.3108
H: -0.9772 -1.7170 3.9890  0.2772
H: -2.4345 -1.2034 -4.9567  0.3151
N: 2.3924 -0.2361 1.7826  0.8846
H: 4.3576 -0.8455 1.4002  0.3652
H: 1.4549 0.0166 5.2408  0.3190
C: -1.6755 -4.6061 3.1947  -0.8898
C: 4.7976 1.3264 -3.8078  -1.1002
C: 0.4187 -3.6045 2.6724  0.0591
C: -3.6452 -2.2984 0.3237  0.1443
H: -2.2933 -5.2894 3.7630  0.3918
H: -0.9160 -4.0797 -1.1077  0.2656
N: -1.8279 -0.9509 -2.9438  0.5384
H: 3.6382 0.8611 3.0977  0.3897
H: 3.5680 -0.0314 0.0482  0.2504
H: 1.4494 4.3702 1.3962  0.3339
H: 1.9539 1.3950 3.0183  0.3633
N: -1.6570 -1.5052 -0.6951  0.4551
H: -2.2027 2.2473 1.5372  0.4251
C: -3.4978 -3.3333 -3.1376  -1.2178
H: -0.9716 0.9676 -3.0345  0.2766
C: 3.4553 1.3132 -3.3910  1.6197
C: 3.0024 2.1676 -2.3279  -0.9730
N: 0.7427 -0.6248 3.3639  0.5125
H: 0.1315 3.3047 -1.7231  -0.2036
C: -1.9346 4.4106 1.3371  -0.6468
H: -3.8716 -2.3875 -3.5213  0.3867
H: -4.1651 -1.7447 -0.4494  0.5884
C: 2.7799 1.0011 2.4328  -1.1298
H: -4.2894 -3.7964 -2.5384  0.3309
C: 5.3500 2.9498 -2.1363  -0.7702
H: 0.6786 5.2954 -0.6404  0.4129
H: 0.1251 1.7909 1.5713  -0.6616
H: -5.4569 -3.1543 1.1216  0.4233
C: 5.7335 2.1133 -3.1893  0.1114
H: -3.2742 -3.9910 -3.9813  0.3476
C: -2.2660 -2.2202 0.3520  -1.4415
H: 2.6223 -0.8842 4.2587  0.3665
C: 3.4049 -0.7350 0.8736  -1.1704
N: 0.6983 -1.7331 1.2532  -0.0461
Cl: 7.3910 2.0964 -3.6980  -0.2310
H: -2.0327 4.4308 2.4215  0.3527
H: -1.7151 -5.0991 -2.3134  0.4154
N: -0.8934 2.6486 -0.0340  0.3104
Cl: 3.5706 4.0158 -0.4291  -0.2788
H: -2.6362 5.1236 0.9071  0.3025
C: -0.3296 -4.5528 3.3838  -1.0543
H: 0.2869 3.8893 2.6527  0.3630
C: 1.5745 -0.8138 4.5404  -1.1464
H: 1.2973 -1.7415 5.0526  0.3537
H: 3.0709 1.7338 1.6729  0.1939
H: -4.2386 -4.5568 2.7604  0.3889
C: -1.9567 -1.8492 -1.9144  -0.0479
H: -0.7329 -0.7594 -4.7044  0.3506

Its charge is +1. The total energy is -2813.92948 Ha.

ORCA calculation (ωB97M-V/def2-TZVPD) on a molecular structure, C5H10O2.

Each line ends with the Mulliken charge.
Positions of all 17 atoms, in Å:
H: -0.2581 0.6868 1.2484  0.3225
H: 2.4253 -1.6748 0.3094  0.3218
C: 0.0093 0.3362 -0.9287  0.0273
H: 2.0351 -0.3690 1.4243  0.3109
C: 1.6694 -0.9218 0.5513  -0.5694
H: 1.8684 -0.4598 -1.5842  0.2937
H: -2.7181 0.2265 1.0192  0.2789
H: -0.0769 -1.6545 0.1915  0.4380
H: -0.1745 1.0062 -1.7618  0.4578
H: -2.3468 1.9184 0.7422  0.3619
C: 1.4759 0.0178 -0.6784  -0.6672
H: 2.0230 0.9601 -0.5464  0.3360
C: -0.7740 0.5697 0.2759  0.3042
O: -0.8050 -0.7952 -0.9166  -0.6354
O: 0.4986 -1.5709 0.9860  -0.6113
C: -2.2098 0.9135 0.3296  -1.3099
H: -2.6417 0.8109 -0.6616  0.3403

The energy relative to the best compared isomer or geometry (same formula, charge and spin) is 3.914 eV. Its charge is 0.

ORCA calculation (ωB97M-V/def2-TZVPD) on C13H18N2O5 in the gas phase.

Each line ends with the Mulliken charge.
Positions of all 38 atoms, in Å:
H: -0.4791 -1.8698 -0.6872  0.3750
H: 1.2920 -0.2416 4.7460  0.3006
H: 0.8358 -0.6582 -0.7764  0.4528
H: 3.0989 1.2421 3.2469  0.3307
C: 0.3053 0.8688 -2.7116  -0.4022
C: -0.6760 0.6909 -4.9575  0.6960
O: -2.9765 0.9908 -0.7606  -0.4041
O: -3.2208 -1.1015 0.1921  -0.6043
N: -0.8898 -0.8683 1.4235  -0.0048
O: 2.8669 0.8629 4.0295  -0.5553
O: -0.0290 -1.7526 3.2626  -0.7252
H: 3.3109 -1.2276 2.5422  0.2508
H: -3.8757 0.8508 -0.9995  0.3775
C: -0.5627 -0.0798 -2.1662  0.1389
C: 2.6723 -1.3633 3.4940  -1.4330
H: -0.8652 0.9198 0.7161  0.4835
H: 1.7278 -0.0033 1.7900  0.1908
C: -0.2436 -0.7273 -0.8750  -1.0164
C: -1.5567 -0.2396 -4.4372  -0.7095
H: -2.1695 -1.3900 -2.8008  0.3814
H: 1.9597 -1.9783 3.2811  0.5828
C: -1.4544 -0.6317 -3.0782  -0.1796
H: -1.5814 -1.6040 1.3313  0.2945
O: -0.7279 0.9506 -6.2942  -0.5237
N: 0.2813 1.4593 2.6406  -0.5984
C: 1.0136 0.1942 2.5781  -0.2197
H: -0.3737 1.5547 3.4379  0.2671
C: -0.0515 -0.8687 2.4419  0.2590
H: 1.0703 1.7117 -4.4419  0.2787
H: -2.4678 -0.4012 -5.0068  0.3317
H: 3.4357 -1.5446 4.2665  0.3203
C: -2.5348 -0.1174 -0.0412  0.2354
C: 0.1900 1.2651 -4.0244  -0.7499
C: 1.9015 -0.0979 3.7876  0.3823
H: 0.9486 1.3463 -2.0095  0.4351
C: -1.0261 -0.0641 0.3364  0.0764
H: -0.1801 1.7651 -6.4255  0.3165
H: 1.0317 2.1578 2.9495  0.3683

The energy relative to the best compared isomer or geometry (same formula, charge and spin) is 3.561 eV. Its charge is 0. The structure (SMILES) is C[C@@H](O)[C@H](N)C(=O)N[C@@H](Cc1ccc(O)cc1)C(=O)O.

ORCA calculation (ωB97M-V/def2-TZVPD) on 7 unconnected molecules or ions with the total composition C19H47Br3N3O.

Each line ends with the Mulliken charge.
Positions of all 73 atoms, in Å:
C: -0.4756 4.3519 3.6527  -0.3967
C: 0.7169 -5.0540 -3.4434  -1.5774
C: 0.2882 -2.5936 -4.1364  -1.2034
H: -1.1069 -2.8579 -2.4044  0.4129
C: -0.5195 -0.6664 -2.4788  -1.2808
H: 0.6847 5.0322 0.8846  0.3588
H: -3.6296 3.8626 2.7876  0.3379
H: -1.8239 -6.2902 -5.7649  0.8799
H: 3.0570 -0.5118 1.1417  0.2046
C: 1.3537 3.0398 0.0440  0.6732
H: 1.3777 -0.8552 1.3810  -0.0488
C: 0.8721 -0.3970 5.0913  -1.0507
C: -0.1446 0.7086 4.7797  -0.1985
C: 0.8460 -4.3736 -5.9503  -1.2476
H: -0.5679 3.8010 0.5759  -0.0256
C: -1.4657 -5.2913 -6.0139  -1.7894
C: -1.3535 -4.4666 -4.7200  -1.4964
H: 0.9351 2.4144 3.9681  0.3007
Br: 4.8012 -1.1271 2.7426  -0.9314
N: 2.1025 -0.4274 0.8226  0.4646
H: -2.1167 5.6384 3.7505  0.3152
H: 1.3730 -2.4931 -4.1028  0.4251
H: 0.7880 -3.4143 -6.4646  0.4574
H: 0.7084 -1.1339 5.8777  0.3262
C: 0.3720 4.2248 0.2224  -1.1645
H: 1.9112 -4.5981 -5.8943  0.2588
H: 2.0354 -0.9248 -0.0539  0.0422
H: -2.5641 1.7744 4.0074  0.6504
H: 0.0606 -5.3945 -7.6370  1.3175
H: 0.1788 4.7493 -0.7134  0.5283
H: 0.5728 -6.0855 -3.7648  0.4583
Br: 3.4686 -1.2260 -1.8253  -0.8216
C: -2.0118 2.6228 3.6033  -0.6516
H: 0.7990 2.5107 5.7831  0.2506
H: -0.5958 3.7907 6.5036  0.3414
H: 0.4881 -2.4156 -2.0704  0.2457
H: 0.7463 2.9329 -1.9961  0.3460
C: -1.7203 4.9367 3.0166  -0.6300
C: -1.4667 3.6922 5.8557  -0.8758
H: -0.9632 0.5488 5.4815  0.2596
H: -2.0439 4.6030 5.6962  0.3456
H: -1.7559 -4.9908 -3.8532  0.2775
H: 2.2388 3.6014 -0.2549  0.0424
H: -2.1277 -4.8614 -6.7655  1.5016
H: 0.0675 1.5948 -0.8673  0.2839
H: 1.7980 0.1390 5.3000  0.3262
H: 0.4185 -0.1292 -2.3390  0.0775
H: 0.0673 3.9533 2.7957  -0.1214
H: -1.6247 5.5344 2.1101  0.4572
C: 0.8867 2.2537 -1.1553  -1.3815
C: -0.0201 -5.4618 -6.5521  -2.2897
H: -1.8817 -3.5311 -4.9038  -0.1726
H: 0.1144 -4.9225 -2.5446  0.3473
H: 1.9594 0.5670 0.9262  0.1695
H: -2.1145 3.0044 6.3992  0.2845
N: -0.8762 3.1563 4.5688  0.3904
H: 1.6704 1.5963 -1.5318  0.3370
H: 0.2480 5.0309 4.1038  0.3848
C: -2.5569 3.6815 2.7192  -0.8740
H: 1.1345 -0.8851 4.1527  0.1532
O: 1.5052 2.2778 1.2581  -0.9744
H: 0.3204 -6.4657 -6.2985  0.3418
N: 0.1881 -4.1185 -4.5582  2.8390
H: -1.3759 2.1493 2.8553  0.2390
H: -1.0495 -0.1586 -3.2846  0.4528
H: -2.6342 3.3361 1.6882  0.4112
C: -0.3172 -2.2035 -2.7737  -0.3757
Br: -0.4780 -2.2928 1.8059  -0.9009
H: 1.7514 -4.8213 -3.1908  0.2771
C: 0.3486 2.1654 4.8525  -0.3585
H: -1.2674 -0.3773 -1.7404  0.4882
H: -0.0262 -1.9530 -4.9603  0.3508
H: -0.5786 0.4934 3.8033  0.2046

The expectation value of S² is 0.75. Its charge is -2. The multiplicity is 2. The total energy is -8713.50061 Ha.

ORCA calculation (ωB97M-V/def2-TZVPD) on C2H4ClN3O2 in the gas phase.

Each line ends with the Mulliken charge.
Positions of all 12 atoms, in Å:
H: -0.0253 -1.7677 0.2797  0.2721
H: -2.1648 -0.0904 -0.9433  0.3042
H: -1.2823 1.5242 0.8389  0.3149
N: -1.5053 -0.2322 -0.1977  -0.3315
Cl: 0.0306 -1.5924 -2.0862  -0.1819
N: -0.8322 1.0611 0.0492  -0.4225
C: 0.4232 0.3937 -0.1379  0.0480
N: 1.3284 0.3071 0.9727  0.8378
O: 2.4757 0.0672 0.8070  -0.5354
C: -0.2752 -0.9825 -0.4466  -0.1200
O: 0.8358 0.5515 2.0758  -0.5282
H: 0.9914 0.7604 -1.2117  0.3425

The energy relative to the best compared isomer or geometry (same formula, charge and spin) is 4.567 eV. Its charge is 0. The structure (SMILES) is O=[N+]([O-])[C@@H]1NN[C@H]1Cl.

ORCA calculation (ωB97M-V/def2-TZVPD) on a molecular structure, CH3NO4P.

Each line ends with the Mulliken charge.
Positions of all 10 atoms, in Å:
H: 1.1526 1.0490 -1.5954  0.3598
P: -0.6103 0.2918 -1.6228  1.0432
O: -1.5446 -0.7461 -1.9957  -0.4304
N: 0.3155 -1.3167 1.0898  0.1711
C: 0.2982 -2.0980 1.9612  -0.1518
H: -1.8535 1.6592 -0.3656  0.4147
O: -1.1094 1.6423 -1.0445  -0.3956
O: 0.7624 0.4998 -2.2157  -0.3076
O: 0.2559 -0.4827 0.2126  -0.3111
H: 0.3685 -2.7815 2.7272  0.6078

The energy relative to the best compared isomer or geometry (same formula, charge and spin) is 2.541 eV. The expectation value of S² is 2.01. Its charge is +1. The multiplicity is 3.

Calculated largest force on an atom in order - 0.60, 1.57, 6.19, 3.67, 4.46, 6.82 eV/A